Entry 1:
C4H30NO13 | wB97M-V/def2-TZVPD

Each line ends with the Mulliken charge.
CARTESIAN COORDINATES (ANGSTROEM)
O 1.767369 3.064012 -0.977522  -0.57
C 1.171035 2.138173 -1.468225  0.16
O 1.770386 1.193699 -2.174977  -0.41
C -0.265860 1.900601 -1.152887  0.10
C -0.961871 0.875266 -2.094376  -0.34
C -2.477729 0.920455 -1.911208  -0.81
O -2.814443 0.618010 -0.533854  -0.40
N -0.552608 1.763957 0.307796  0.03
H 2.716988 1.371687 -2.356456  0.38
H -0.759649 2.866981 -1.389955  0.29
H -0.988736 1.273974 -3.124883  0.36
H -0.526101 -0.114120 -1.890326  0.23
H -2.810278 1.924784 -2.056707  0.45
H -2.959884 0.188705 -2.568118  0.35
H -3.757059 0.721882 -0.370859  0.22
H -1.555236 1.498600 0.422557  0.39
H -0.342889 2.710237 0.637925  0.51
H -0.143631 1.096122 1.009701  0.12
H 0.604387 3.847231 3.318384  0.29
H 0.642985 2.289413 2.944524  0.34
O 0.624004 3.205389 2.607553  -0.64
H 1.999725 -3.576602 2.957803  0.27
H 3.200229 -3.016230 1.911482  0.30
O 2.285225 -3.082502 2.189746  -0.58
H 3.793841 3.014491 -0.092834  0.35
H 4.849102 1.931833 0.559500  0.30
O 4.417611 2.292356 -0.213126  -0.62
H -2.470265 0.068329 2.327333  0.34
H -1.941699 -0.605931 3.786656  0.35
O -2.225755 0.145743 3.253482  -0.74
H -4.248730 -2.621915 -0.741316  0.29
H -2.688958 -2.421970 -1.083950  0.31
O -3.382186 -2.365986 -0.423110  -0.59
H 0.651554 -0.253440 2.534290  0.18
H -0.692702 0.579586 3.019059  0.64
O 0.266865 0.603218 2.709193  -0.78
H 3.267336 -1.374483 -2.556271  0.32
H 3.434426 -2.373722 -1.366123  0.29
O 3.777685 -2.128565 -2.236691  -0.61
H -1.726048 -1.286481 0.912019  0.20
H -0.166724 -1.502841 0.907020  0.29
O -0.887661 -0.808681 0.943565  -0.49
H -1.317963 -3.072670 -3.178568  0.32
H -0.713687 -2.568343 -1.909648  0.21
O -1.038769 -2.245964 -2.763056  -0.59
H 1.716360 -2.417461 0.679689  0.25
H 0.618766 -3.598080 0.352240  0.24
O 0.841221 -2.668758 0.343520  -0.51

Forces on atoms 1 to 2 (eV/Å):
-0.5 0.3 -0.2
2.1 0.3 1.5

Properties
HOMO-LUMO gap in hartree: 0.389
E_LUMO in eV: -2.8
Relative energy (zero: lowest compared OMol25 entry of this formula, charge and spin) in kcal per mole: 41.9
Charge: +1
E_HOMO in hartree: -0.4928
Strongest force on any atom in eV/Å: 2.8


Entry 2:
C4H31NO10S | wB97M-V/def2-TZVPD

Each line ends with the Mulliken charge.
CARTESIAN COORDINATES (ANGSTROEM)
C 0.308813 1.454103 3.369562  -1.14
C -0.588943 2.079968 2.207369  -0.91
N -0.735469 1.561729 0.925678  0.49
C -1.793052 2.369987 0.147961  -0.54
C -1.336570 2.719694 -1.192644  -0.59
S -1.570383 1.532852 -2.581392  -0.20
H -0.260353 1.289684 4.220097  0.35
H 1.222465 2.056990 3.538443  0.27
H 0.638392 0.495286 3.061844  0.30
H -1.596791 2.359056 2.687545  0.36
H -0.105844 3.133034 1.951027  0.46
H -0.975040 0.617221 0.978541  -0.08
H -2.725110 1.821944 0.122019  0.26
H -1.901173 3.380203 0.767405  0.35
H -0.156150 3.052149 -1.235847  0.13
H -1.884509 3.659218 -1.382004  0.42
H -2.912546 1.851458 -2.855886  0.12
O -0.603072 -2.480046 -1.805196  -0.80
H -0.269838 -1.840666 -1.134888  0.56
H -0.141377 -2.138138 -2.610293  0.40
O 3.184022 0.693415 0.321750  -0.68
H 2.755094 0.809785 -0.550612  0.39
H 4.065983 0.330354 -0.065267  0.32
O 0.940084 -1.930244 -3.762016  -0.66
H 1.743331 -2.014793 -3.378641  0.32
H 0.848807 -1.037576 -4.145481  0.33
O 1.934381 3.245325 0.137455  -0.61
H 2.630009 2.767408 0.251929  0.30
H 1.366421 3.197432 0.902953  0.27
O 2.713921 0.301527 -2.286847  -0.67
H 1.869909 -0.067090 -2.429722  0.27
H 2.766960 1.200015 -2.704112  0.31
O -0.849953 -4.471578 0.277698  -0.64
H -0.193859 -4.172826 -0.301333  0.29
H -1.271101 -3.626275 0.474016  0.36
O -2.535470 -2.298293 -0.401114  -0.61
H -2.327895 -1.450317 -0.057802  0.29
H -2.364964 -2.122270 -1.292894  0.34
O 0.699047 -0.763634 -0.424878  -0.57
H 1.458922 -1.334288 -0.368495  0.42
H 0.689484 -0.156854 0.333024  0.07
O 2.081563 -3.083921 0.489418  -0.62
H 1.838430 -4.001595 0.294134  0.26
H 2.055758 -3.288754 1.482435  0.32
O -2.543826 -1.712686 2.746327  -0.58
H -2.777008 -2.613784 2.765372  0.29
H -3.391499 -1.374208 2.513363  0.30

Forces on atoms 1 to 2 (eV/Å):
0.5 0.9 -3.2
0.6 4.4 3.0

Properties
HOMO-LUMO gap in hartree: 0.340
E_LUMO in eV: 0.1
SMILES: CCNCCS.O.O.O.O.O.O.O.O.O.O
Relative energy (zero: lowest compared OMol25 entry of this formula, charge and spin) in kcal per mole: 69.4
E_HOMO in hartree: -0.3384
Strongest force on any atom in eV/Å: 8.8


Entry 3:
C4H32N2O13 | wB97M-V/def2-TZVPD

Each line ends with the Mulliken charge.
CARTESIAN COORDINATES (ANGSTROEM)
C -0.992518 1.380346 -0.030960  -0.96
C -0.132292 0.897839 1.122166  1.61
C -0.282153 1.818896 2.350197  -0.75
N 0.773250 2.892670 2.200050  -0.50
N -0.571777 -0.502739 1.594982  -0.01
C 0.240512 -1.202785 2.437174  0.24
O 1.338734 -1.024159 2.879793  -0.54
O -0.414049 -2.304988 2.649276  -0.45
H -1.633806 2.249137 0.053004  0.44
H -1.719128 0.643605 -0.343521  0.33
H -0.375194 1.856977 -0.822871  -0.01
H 0.865582 0.966828 0.904512  -0.87
H -1.379474 2.197629 2.202136  0.26
H -0.051986 1.210474 3.322628  0.38
H 0.672360 3.371042 1.282745  0.14
H 1.073832 3.439568 2.933950  0.26
H -1.316235 -1.006901 1.150945  0.25
H -0.272326 -2.603646 3.568764  0.38
O 1.527364 -3.509927 -0.782803  -0.73
H 1.504479 -4.228130 -0.119644  0.33
H 0.679658 -3.186664 -1.066465  0.41
O -3.465616 -0.808160 -1.819097  -0.63
H -3.646331 -1.619441 -2.220727  0.29
H -2.569363 -0.893607 -1.470312  0.33
O -0.198544 -1.726460 -1.681506  -0.65
H -0.145277 -1.090677 -1.014376  0.09
H 0.245137 -1.161722 -2.345980  0.44
O -2.308022 2.392499 -2.866602  -0.64
H -1.496001 1.722824 -2.876948  0.30
H -3.115463 1.900732 -2.937083  0.31
O 1.978529 3.326326 -0.696975  -0.57
H 2.654220 3.731010 -0.134447  0.30
H 1.987122 3.798325 -1.591040  0.26
O 0.940059 0.130330 -3.152956  -0.82
H 0.591500 0.999604 -3.466830  0.26
H 1.509309 0.477311 -2.216531  0.43
O 2.103750 -1.315897 0.605460  -0.56
H 3.017502 -1.369794 0.757473  0.31
H 1.759079 -2.172544 0.133841  0.29
O 2.238588 0.625505 -0.997297  -0.62
H 2.196022 -0.030745 -0.180442  0.13
H 2.617734 1.507518 -0.828719  0.43
O 3.123905 2.039397 1.413096  -0.68
H 2.634381 2.309128 2.159974  0.38
H 3.028701 1.022296 1.227214  0.34
O -3.433239 -2.034958 0.205899  -0.52
H -4.362503 -1.917359 0.309105  0.24
H -3.380139 -2.856041 -0.172508  0.32
O -1.501219 -3.844213 -0.619039  -0.78
H -1.265038 -3.455833 0.216968  0.34
H -1.273605 -3.040426 -1.225653  0.49

Forces on atoms 1 to 2 (eV/Å):
0.5 0.8 -1.2
-3.3 -0.9 2.2

Properties
HOMO-LUMO gap in hartree: 0.342
E_LUMO in eV: 0.2
SMILES: C[C@@H](CN)NC(=O)O.O.O.O.O.O.O.O.O.O.O.O
Relative energy (zero: lowest compared OMol25 entry of this formula, charge and spin) in kcal per mole: 128.9
E_HOMO in hartree: -0.3343
Strongest force on any atom in eV/Å: 4.8


Please write out number 3 again, unchanged.
C4H32N2O13 | wB97M-V/def2-TZVPD

Each line ends with the Mulliken charge.
CARTESIAN COORDINATES (ANGSTROEM)
C -0.992518 1.380346 -0.030960  -0.96
C -0.132292 0.897839 1.122166  1.61
C -0.282153 1.818896 2.350197  -0.75
N 0.773250 2.892670 2.200050  -0.50
N -0.571777 -0.502739 1.594982  -0.01
C 0.240512 -1.202785 2.437174  0.24
O 1.338734 -1.024159 2.879793  -0.54
O -0.414049 -2.304988 2.649276  -0.45
H -1.633806 2.249137 0.053004  0.44
H -1.719128 0.643605 -0.343521  0.33
H -0.375194 1.856977 -0.822871  -0.01
H 0.865582 0.966828 0.904512  -0.87
H -1.379474 2.197629 2.202136  0.26
H -0.051986 1.210474 3.322628  0.38
H 0.672360 3.371042 1.282745  0.14
H 1.073832 3.439568 2.933950  0.26
H -1.316235 -1.006901 1.150945  0.25
H -0.272326 -2.603646 3.568764  0.38
O 1.527364 -3.509927 -0.782803  -0.73
H 1.504479 -4.228130 -0.119644  0.33
H 0.679658 -3.186664 -1.066465  0.41
O -3.465616 -0.808160 -1.819097  -0.63
H -3.646331 -1.619441 -2.220727  0.29
H -2.569363 -0.893607 -1.470312  0.33
O -0.198544 -1.726460 -1.681506  -0.65
H -0.145277 -1.090677 -1.014376  0.09
H 0.245137 -1.161722 -2.345980  0.44
O -2.308022 2.392499 -2.866602  -0.64
H -1.496001 1.722824 -2.876948  0.30
H -3.115463 1.900732 -2.937083  0.31
O 1.978529 3.326326 -0.696975  -0.57
H 2.654220 3.731010 -0.134447  0.30
H 1.987122 3.798325 -1.591040  0.26
O 0.940059 0.130330 -3.152956  -0.82
H 0.591500 0.999604 -3.466830  0.26
H 1.509309 0.477311 -2.216531  0.43
O 2.103750 -1.315897 0.605460  -0.56
H 3.017502 -1.369794 0.757473  0.31
H 1.759079 -2.172544 0.133841  0.29
O 2.238588 0.625505 -0.997297  -0.62
H 2.196022 -0.030745 -0.180442  0.13
H 2.617734 1.507518 -0.828719  0.43
O 3.123905 2.039397 1.413096  -0.68
H 2.634381 2.309128 2.159974  0.38
H 3.028701 1.022296 1.227214  0.34
O -3.433239 -2.034958 0.205899  -0.52
H -4.362503 -1.917359 0.309105  0.24
H -3.380139 -2.856041 -0.172508  0.32
O -1.501219 -3.844213 -0.619039  -0.78
H -1.265038 -3.455833 0.216968  0.34
H -1.273605 -3.040426 -1.225653  0.49

Forces on atoms 1 to 2 (eV/Å):
0.5 0.8 -1.2
-3.3 -0.9 2.2

Properties
HOMO-LUMO gap in hartree: 0.342
E_LUMO in eV: 0.2
SMILES: C[C@@H](CN)NC(=O)O.O.O.O.O.O.O.O.O.O.O.O
Relative energy (zero: lowest compared OMol25 entry of this formula, charge and spin) in kcal per mole: 128.9
E_HOMO in hartree: -0.3343
Strongest force on any atom in eV/Å: 4.8


> HOMO-LUMO gap of number 1 (C4H30NO13)?

0.389 hartree


> Which of these has the highest HOMO-LUMO gap?

C4H30NO13


> The highest relative energy (zero: lowest compared OMol25 entry of this formula, charge and spin) belongs to which entry?

C4H32N2O13